Record 1
ORCA calculation (ωB97M-V/def2-TZVPD) on a 2-piece molecular cluster, C2H5NO3 overall in a non-equilibrium geometry.

Summary:
Energy above the lowest of the compared OMol25 structures with the same formula, charge and spin = 8.0 kcal/mol
Structure (SMILES) = NC=O.O=CO
Kohn-Sham gap = 0.4011 Eh

Last column: natural (NBO) charge in e.
Cartesian coordinates (Å):
C -1.170422 0.993808 -1.706962  0.52
N -0.752115 -0.242075 -2.103525  -0.84
O -0.425262 1.871533 -1.342105  -0.60
H -2.261037 1.142211 -1.761767  0.10
H 0.251780 -0.268097 -2.198141  0.40
H -1.278047 -1.089955 -2.005168  0.40
O 1.403373 -1.075165 0.808709  -0.58
C 0.962426 -1.138376 1.918517  0.64
O 0.060070 -0.297392 2.431230  -0.67
H 1.263972 -1.916141 2.629610  0.12
H -0.224284 0.277551 1.688951  0.50

Cartesian forces, eV/Å:
-0.505 -0.405 0.250
0.571 0.806 -0.178
0.097 0.163 -0.242
-0.050 -0.100 0.135
0.053 -0.589 0.273
-0.175 0.105 -0.159
-0.068 0.026 -0.260
0.261 -0.212 -0.042
-0.282 0.094 -0.406
-0.117 0.167 0.222
0.215 -0.053 0.407

***

Record 2
ORCA calculation (ωB97M-V/def2-TZVPD) on C22H65FeO11 as an isolated structure in a non-equilibrium geometry.

Summary:
Total charge = +3
2S+1 = 7
Kohn-Sham gap (spin up / spin down) = 0.2622 / 0.1087 Eh

Last column: Mulliken spin population.
Cartesian coordinates (Å):
Fe -10.454348 -1.954990 -0.814796  3.92
C -7.443457 1.172554 0.507861  0.02
C -8.084432 -0.203685 0.909486  0.06
O -8.861096 -1.024052 0.049123  0.80
H -6.926749 1.709247 1.303517  0.00
H -8.270213 1.821499 0.218977  0.01
H -6.728884 0.989405 -0.294602  0.00
H -8.629997 -0.037756 1.838426  0.03
H -7.238520 -0.841968 1.164725  0.06
C -4.493634 3.176595 -1.603073  0.00
C -5.230667 2.708482 -2.817973  0.00
O -4.667003 3.208849 -3.955037  0.00
H -4.828047 2.805762 -0.634182  0.00
H -4.544642 4.264618 -1.644217  0.00
H -3.456285 2.864212 -1.723260  0.00
H -6.306603 2.844924 -2.709203  0.00
H -5.151339 1.621915 -2.852238  0.00
H -3.807893 2.785156 -4.018435  0.00
C -7.341445 2.575952 4.972854  0.00
C -6.429977 3.260571 6.037134  0.00
O -6.923479 2.930548 7.272446  0.01
H -6.875288 1.927126 4.231348  0.00
H -7.736924 3.332815 4.295459  0.00
H -8.129526 1.939593 5.375441  0.00
H -6.305441 4.335682 5.907838  0.00
H -5.435641 2.853878 5.852780  0.00
H -7.628989 3.531826 7.522096  0.00
C -7.413962 -2.774814 -3.753543  0.00
C -8.609470 -3.661031 -3.069612  0.00
O -8.837072 -3.315916 -1.770348  0.02
H -7.350075 -2.988859 -4.820410  0.00
H -6.440593 -3.040208 -3.340977  0.00
H -7.561663 -1.702061 -3.629141  0.00
H -8.588465 -4.730257 -3.280375  0.00
H -9.487855 -3.351896 -3.636154  0.00
H -8.279622 -3.951241 -1.315136  0.00
C -8.954194 1.295899 -2.834751  0.01
C -10.304019 0.851913 -2.382522  0.00
O -10.435096 -0.589007 -2.397190  0.03
H -8.791874 2.364887 -2.696830  0.00
H -8.583692 1.097623 -3.840494  0.00
H -8.176351 0.839178 -2.222825  0.00
H -11.096175 1.176336 -3.057309  0.01
H -10.514499 1.266497 -1.396665  0.00
H -10.628062 -0.789641 -3.315946  0.00
C -4.203062 0.236651 4.374127  0.00
C -5.009651 -0.163503 3.147873  0.01
O -4.829308 -1.571564 2.797281  0.00
H -4.669261 -0.119848 5.292639  0.00
H -3.979296 1.303347 4.360375  0.00
H -3.179818 -0.128045 4.284237  0.00
H -4.890080 0.637442 2.418286  0.00
H -6.077655 -0.202041 3.362279  0.00
H -3.885136 -1.742262 2.765812  0.00
C -4.376746 -1.162755 -0.985283  0.00
C -3.874211 -2.630155 -1.353351  0.00
O -4.441235 -3.591914 -0.391596  0.00
H -4.233729 -0.794334 0.030549  0.00
H -5.461108 -1.097157 -1.074417  0.00
H -3.912757 -0.495560 -1.711684  0.00
H -2.788581 -2.670190 -1.442254  0.00
H -4.322130 -2.844537 -2.323676  0.00
H -3.797549 -4.303127 -0.353506  0.00
C -8.460638 5.101978 0.000835  0.00
C -9.893132 4.914777 0.580144  0.00
O -10.090671 6.005565 1.454237  0.00
H -8.309119 4.582416 -0.945313  0.00
H -7.759139 4.612929 0.676732  0.00
H -8.093515 6.104121 -0.220582  0.00
H -10.102153 4.010521 1.151750  0.00
H -10.658535 5.088090 -0.176308  0.00
H -11.005190 6.286263 1.373846  0.00
C -12.118373 -5.170629 1.253604  0.00
C -11.116972 -4.041394 1.631489  0.01
O -10.269156 -3.570174 0.591174  0.02
H -11.652757 -6.154334 1.313692  0.00
H -12.378338 -5.041781 0.202932  0.00
H -12.974304 -5.290090 1.917841  0.00
H -10.452821 -4.306053 2.454271  0.00
H -11.669480 -3.173884 1.992387  0.00
H -9.685798 -4.332493 0.604254  0.00
C -10.464892 -1.346777 3.988944  0.00
C -9.037236 -1.408083 4.516803  0.00
O -8.495838 -2.514369 3.797141  0.00
H -10.954824 -0.396508 4.201249  0.00
H -11.117849 -2.087858 4.449969  0.00
H -10.516676 -1.611605 2.932877  0.00
H -8.893889 -1.480143 5.594931  0.00
H -8.419305 -0.566300 4.204302  0.00
H -8.886024 -2.426669 2.924404  0.00
C -5.211872 4.740966 2.234461  0.14
C -4.624535 5.869377 3.167280  0.12
O -5.345042 7.068194 3.121771  0.66
H -5.721862 5.276817 1.433904  0.00
H -5.858666 4.033368 2.753178  0.00
H -4.463863 4.080759 1.795498  0.00
H -3.555638 6.008498 3.005384  0.00
H -4.809535 5.526697 4.185338  0.09
H -6.250276 6.913076 3.401226  -0.02

Cartesian forces, eV/Å:
2.337 -0.812 -0.264
-1.300 -1.108 -1.133
0.658 0.515 -0.084
0.145 2.060 0.711
-0.097 -0.722 0.437
0.202 0.239 -0.458
-0.111 0.371 -0.176
-0.392 -0.615 0.331
0.296 -0.754 0.479
0.497 0.690 0.131
-0.623 -2.197 1.435
-0.036 0.867 -1.187
-0.335 -0.115 -0.043
0.244 0.127 0.398
0.165 0.183 0.194
-0.097 0.808 -0.554
-0.060 -0.574 0.099
0.217 0.181 -0.402
0.075 0.765 -1.350
-0.241 -1.303 -1.683
0.396 -0.097 1.384
0.904 -0.277 0.318
-0.795 0.217 0.204
-0.053 0.522 0.398
-0.408 0.355 -0.201
0.207 -0.195 0.777
-0.072 0.050 0.087
-0.807 -1.724 0.835
0.730 2.066 -5.228
-0.413 0.036 2.530
-0.229 -0.075 0.024
-0.048 -0.003 0.182
-0.286 -0.075 0.189
0.639 -0.057 0.468
-0.262 0.050 -0.078
0.137 0.309 1.086
1.735 0.115 0.190
-0.348 1.283 -0.724
-0.186 -1.158 0.976
-0.451 0.128 0.063
-0.855 -0.231 -0.329
-0.069 -0.138 0.335
0.004 0.385 0.150
-0.095 -0.483 0.120
-0.088 -0.613 -0.238
0.314 -0.019 -0.398
-0.647 -1.339 1.075
0.106 1.799 -0.420
0.303 0.210 0.027
-0.656 0.295 0.374
-0.025 -0.608 0.112
0.459 -0.565 -1.051
-0.175 0.480 0.302
0.224 -0.190 -0.081
0.267 -1.234 -0.336
-1.838 1.051 1.295
0.895 1.093 -0.987
0.768 -0.403 0.081
-0.221 -0.226 -0.506
-0.102 0.217 0.097
-0.071 -0.112 0.304
0.258 -0.075 -0.184
-0.069 -0.294 0.197
-0.104 -1.527 -0.021
0.250 2.051 -0.741
0.072 0.489 0.927
-0.280 -0.284 -0.138
0.202 0.129 0.210
-0.731 0.255 0.455
0.458 -0.502 -0.395
0.198 -0.829 -0.552
-0.012 0.171 0.244
1.452 -0.104 -0.347
-2.585 -0.050 2.271
-0.133 0.059 -0.884
0.354 0.012 -0.088
-0.571 0.064 0.086
-0.048 0.717 -0.134
-0.091 -0.232 0.084
-0.122 0.008 -0.086
0.995 0.202 -1.239
-0.794 0.671 1.419
-0.094 -0.196 -1.585
0.774 -0.776 0.527
-0.018 0.163 -0.317
0.243 -0.186 0.287
0.204 0.560 -0.295
-0.314 -0.550 -0.134
-0.275 0.700 0.093
0.294 -0.244 -0.051
-0.798 -0.381 -0.185
0.398 0.509 -0.628
1.968 -0.872 -0.348
-0.115 -0.278 -0.014
-0.387 0.516 0.160
0.727 0.656 0.200
-0.305 0.631 -0.119
-0.197 -0.594 0.854
-1.239 -0.040 0.182

***

Record 3
ORCA calculation (ωB97M-V/def2-TZVPD) on a 2-piece molecular cluster, C4H10S overall in a non-equilibrium geometry.

Summary:
Energy above the lowest of the compared OMol25 structures with the same formula, charge and spin = 33.4 kcal/mol
Structure (SMILES) = C=C.CSC
Kohn-Sham gap = 0.3441 Eh

Last column: natural (NBO) charge in e.
Cartesian coordinates (Å):
C -0.292201 -0.491641 2.285801  -0.37
C 0.980984 -0.431091 1.930319  -0.41
H -0.845829 0.198999 2.922986  0.19
H -1.021686 -1.247463 2.022793  0.19
H 1.608770 0.386051 2.254563  0.20
H 1.365605 -1.204252 1.287694  0.19
C 0.878477 1.259596 -1.405775  -0.75
S -0.933302 1.183685 -1.519443  0.16
C -1.338012 -0.600039 -1.374704  -0.73
H 1.387450 0.658488 -2.172284  0.21
H 1.298947 0.731049 -0.541321  0.21
H 1.192563 2.290597 -1.504277  0.23
H -2.316678 -0.649405 -0.906518  0.23
H -1.475457 -1.003165 -2.375408  0.21
H -0.489629 -1.081408 -0.904426  0.22

Cartesian forces, eV/Å:
-1.098 0.204 0.562
-0.815 -0.015 0.142
0.813 0.452 0.003
0.551 -0.542 -0.551
0.163 -0.068 -0.053
0.395 -0.050 -0.095
0.401 -1.734 -0.368
0.105 0.161 0.184
0.295 0.933 -1.052
-0.451 0.468 -0.571
-0.496 0.785 0.560
-0.015 0.098 0.240
0.307 -0.242 0.585
0.206 -0.127 -0.087
-0.361 -0.324 0.500

***

Record 4
ORCA calculation (ωB97M-V/def2-TZVPD) on one molecule with the formula C2H5N3O3 in a non-equilibrium geometry.

Summary:
Energy above the lowest of the compared OMol25 structures with the same formula, charge and spin = 110.6 kcal/mol
Structure (SMILES) = [H]/N=C(/NO)NOC=O
Kohn-Sham gap = 0.3271 Eh

Last column: natural (NBO) charge in e.
Cartesian coordinates (Å):
C 0.823161 0.494120 0.007470  0.51
C -2.617702 0.019185 -0.035753  0.62
H 2.201617 -2.158449 0.489508  0.48
H 2.934643 0.256025 -0.336942  0.40
H 0.075098 2.261441 0.042304  0.34
H -0.411671 -1.142908 0.035010  0.43
H -3.416052 0.834819 -0.260837  0.17
N 2.031691 -0.250263 0.064073  -0.33
N 0.933361 1.822479 -0.163316  -0.77
N -0.318103 -0.130315 0.340525  -0.36
O 1.824275 -1.555517 -0.155404  -0.58
O -1.354756 0.812610 0.095669  -0.36
O -2.705568 -1.263223 -0.122306  -0.55

Cartesian forces, eV/Å:
3.443 4.840 -0.177
0.946 -2.802 -1.529
0.320 0.684 0.729
-2.852 -1.642 0.689
-1.034 0.553 0.049
-0.610 1.878 0.148
1.112 -1.700 0.685
0.808 3.464 0.479
1.479 -4.157 0.050
-0.192 -1.467 0.085
-0.397 -2.415 -2.031
-3.792 -4.552 -0.036
0.768 7.316 0.858